Below is a 2-piece molecular cluster, C5H14NO2 overall, with properties calculated with wB97M-V/def2-TZVPD.

Results
Frontier orbital gap, eV: 6.63
Net charge: -1
Spin multiplicity: 1
Energy above the lowest of the compared OMol25 structures with the same formula, charge and spin, eV: 1.206
Lowest unoccupied orbital energy, eV: 3.70
DFT total energy, eV: -10996.3995
HOMO level, eV: -2.9

Positions of all 22 atoms, in Å:
O: 1.939 4.058 1.294
O: 0.425 2.167 0.355
N: -1.581 -3.068 -0.521
C: 0.931 0.911 0.241
C: -0.554 -2.020 -0.553
C: -0.096 -0.084 1.040
C: -1.098 -0.750 0.103
C: -0.185 -1.663 -2.029
H: 0.300 -2.501 -0.041
H: 1.954 0.801 0.711
H: -1.967 -0.957 0.748
H: 1.081 0.498 -0.748
H: 0.645 -2.106 -2.602
H: 1.538 4.249 2.152
H: 0.124 -0.620 -2.025
H: -1.421 -0.029 -0.639
H: -2.530 -2.740 -0.505
H: 1.355 3.215 1.155
H: -0.595 0.613 1.710
H: -1.095 -1.788 -2.638
H: 0.561 -0.786 1.580
H: -1.308 -4.010 -0.700

=====

Below is a 2-piece molecular cluster, C5H14NO2 overall, with properties calculated with wB97M-V/def2-TZVPD.

Results
Frontier orbital gap, eV: 7.22
Net charge: -1
Spin multiplicity: 1
Energy above the lowest of the compared OMol25 structures with the same formula, charge and spin, eV: 1.148
Lowest unoccupied orbital energy, eV: 3.98
DFT total energy, eV: -10996.4573
HOMO level, eV: -3.2

Positions of all 22 atoms, in Å:
O: 1.538 -0.925 -2.237
O: -0.513 -1.722 -0.690
N: 0.955 -0.001 1.014
C: -1.382 0.994 0.590
C: 0.243 1.160 0.518
C: 2.346 0.090 1.414
C: -1.846 0.233 -0.703
C: -1.826 -1.359 -0.564
H: 2.515 0.925 2.100
H: -2.813 0.610 -1.073
H: 0.643 -1.158 -1.871
H: -2.251 -1.628 0.425
H: 0.533 -0.847 0.568
H: 2.967 0.145 0.491
H: -1.526 2.067 0.357
H: 0.449 1.461 -0.496
H: 2.017 -0.648 -1.447
H: 2.612 -0.909 1.826
H: -1.143 0.549 -1.497
H: 0.613 2.016 1.147
H: -2.487 -1.634 -1.436
H: -1.642 0.584 1.564

=====

Below is a 2-piece molecular cluster, C5H14NO2 overall, with properties calculated with wB97M-V/def2-TZVPD.

Results
Frontier orbital gap, eV: 6.59
Net charge: -1
Spin multiplicity: 1
Energy above the lowest of the compared OMol25 structures with the same formula, charge and spin, eV: 1.874
Lowest unoccupied orbital energy, eV: 3.73
DFT total energy, eV: -10995.7314
HOMO level, eV: -2.9

Positions of all 22 atoms, in Å:
O: 0.801 2.573 0.032
O: 0.577 2.181 2.628
N: -0.374 1.141 -1.168
C: -0.423 2.416 -0.565
C: 0.099 -1.335 -0.698
C: -0.451 -0.026 -0.289
C: -1.102 -2.410 -0.555
C: 1.181 -1.670 0.346
H: 0.490 -1.346 -1.789
H: -1.500 -0.160 -0.229
H: -1.006 -3.138 0.201
H: 1.844 -2.584 0.053
H: 0.496 2.282 1.610
H: 1.838 -0.866 0.597
H: -1.183 2.657 0.215
H: 0.028 0.370 0.684
H: 0.713 -2.023 1.296
H: 1.323 2.769 2.607
H: -1.354 -2.976 -1.458
H: -1.999 -1.984 -0.364
H: 0.478 1.045 -1.727
H: -0.477 3.082 -1.427